[1]
Formula: C17H49BCl2N6O2P3
Source: the Open Molecules 2025 dataset
Level of theory: ωB97M-V/def2-TZVPD

Summary:
HOMO: -3.05 eV
ΔE to the lowest compared entry with this formula, charge and spin: 0.0000 eV
Max |F|: 0.134 hartree/bohr
Energy: -85043.2708 eV

ORCA input file:
```
! wB97M-V def2-TZVPD RIJCOSX def2/J DEFGRID3
* xyz -1 1
C 1.60519 -1.13387 -4.51710
C 2.64126 0.04983 -4.70267
Cl 3.59387 0.11662 -3.10023
C 1.91357 1.46124 -4.80935
Cl 3.15375 2.67370 -5.50223
B 0.57257 1.44718 -5.75846
P -1.11706 1.37759 -4.82158
C -0.92790 1.64141 -2.96533
C -1.74421 -0.41676 -4.98748
H 2.16887 -1.93787 -3.97155
H 1.20975 -1.51797 -5.48141
H 0.81710 -0.75997 -3.82543
H 3.34146 -0.12507 -5.55439
H 1.75343 1.78740 -3.75635
H 0.55678 2.44856 -6.42988
H 0.58051 0.53556 -6.55338
H -0.40035 0.74027 -2.52444
H -1.88557 1.79618 -2.41411
H -0.24064 2.51499 -2.82217
H -1.21530 -0.90649 -5.83735
H -1.49005 -1.00207 -4.06301
H -2.85152 -0.35487 -5.11915
O -1.61796 2.20763 0.79456
P -0.92444 2.30411 2.15973
N -2.37526 2.29854 3.08412
C -3.39239 3.32790 2.99868
C -3.02091 0.98759 3.10650
N -0.22485 3.85016 1.88316
C -0.66584 5.10435 2.44277
C 0.28008 4.07947 0.52667
N -0.04169 2.25679 3.68704
C -0.53433 2.48949 5.03058
C 1.41359 2.29319 3.60577
H -4.09546 3.21656 3.83031
H -3.95280 3.28782 2.05640
H -2.98827 4.32836 3.11682
H -2.30139 0.21809 3.40957
H -3.41562 0.71547 2.12041
H -3.83787 0.95908 3.83183
H -1.54685 5.49908 1.92222
H 0.12727 5.85598 2.36535
H -0.88226 5.02836 3.50885
H -0.51916 4.38777 -0.15830
H 0.74406 3.17872 0.12432
H 1.05208 4.85538 0.52555
H -0.89111 3.51318 5.17012
H 0.25047 2.31576 5.77431
H -1.33417 1.79914 5.29807
H 1.79498 3.30433 3.77707
H 1.75880 1.95940 2.62589
H 1.86907 1.62187 4.34032
O 0.77363 -2.71372 -1.62699
P 0.45554 -3.56117 -0.38886
N -0.65527 -2.46356 0.32554
C -0.30290 -1.12828 0.76914
C -1.93070 -2.40655 -0.38972
N 2.05444 -3.52028 0.24712
C 2.50765 -2.75204 1.38134
C 3.12960 -3.59126 -0.74446
N 0.05804 -4.71775 0.88588
C -0.66299 -4.49438 2.12366
C 0.78229 -5.98202 0.87603
H -1.11311 -0.71972 1.38163
H -0.11600 -0.44444 -0.06722
H 0.56331 -1.11649 1.42536
H -2.33372 -3.41775 -0.52269
H -1.81783 -1.95179 -1.37990
H -2.67663 -1.84027 0.17301
H 2.66860 -1.69806 1.12533
H 3.45769 -3.14954 1.75602
H 1.82016 -2.81619 2.22512
H 3.34597 -2.60866 -1.18212
H 2.86985 -4.27495 -1.55342
H 4.04983 -3.97673 -0.29271
H -0.13703 -3.80783 2.79222
H -0.80801 -5.43215 2.67101
H -1.66823 -4.11211 1.94760
H 1.61728 -5.96655 1.58357
H 1.18021 -6.19649 -0.11722
H 0.12500 -6.81840 1.13406
*
```

Results of the Löwdin charge analysis, in e, for atoms 1 through 5: atom 1 (C): -0.15, atom 2 (C): -0.68, atom 3 (Cl): 0.47, atom 4 (C): -0.72, atom 5 (Cl): 0.44



[2]
Formula: C17H51F2K2N16O17S2
Source: the Open Molecules 2025 dataset
Level of theory: ωB97M-V/def2-TZVPD

Summary:
HOMO: -5.76 eV
Max |F|: 0.084 hartree/bohr
Energy: -136873.4526 eV

ORCA input file:
```
! wB97M-V def2-TZVPD RIJCOSX def2/J DEFGRID3
* xyz -1 1
K -5.18128 -2.28077 -3.22490
K -0.99307 -0.98933 -0.11985
C -2.44949 -1.79146 -3.41323
O -2.98902 -2.91444 -3.74237
O -1.42865 -1.67229 -2.59961
O -3.11777 -0.70859 -3.65084
N 2.14639 -3.41593 1.96870
S 2.13778 -4.60939 0.90094
O 1.95906 -5.83843 1.62932
O 3.12063 -4.57593 -0.14364
F 0.78706 -4.36754 0.10294
S 2.84852 -2.04485 1.44979
O 3.93409 -1.92988 0.45032
O 3.12672 -1.23407 2.58627
F 1.70692 -1.16767 0.85789
O -1.47453 -2.63938 -6.84568
H -2.06160 -2.60219 -6.08238
H -0.60656 -2.34300 -6.57353
O -1.37138 -2.92651 2.19059
H -1.92987 -3.44403 2.74618
H -0.81737 -2.45109 2.78567
C 6.29685 5.66290 -0.31959
C 5.16381 4.90684 0.34289
C 3.89209 5.21932 -0.44117
C 2.61918 4.53619 -0.01518
C 2.88795 3.03315 -0.08679
C 4.25465 2.55715 0.52955
N 5.32879 3.46819 0.26849
O 6.55575 2.96786 0.70619
C 4.05662 2.22397 2.06918
C 4.48697 1.20388 -0.17837
C 5.02294 5.44764 1.77470
H 6.01071 6.71804 -0.16479
H 6.32857 5.34552 -1.36747
H 7.18572 5.46906 0.20524
H 3.75924 6.29640 -0.55827
H 4.13270 4.93547 -1.48818
H 1.83957 4.83733 -0.73984
H 2.36853 4.87987 0.98099
H 2.90937 2.80332 -1.13964
H 2.05087 2.42296 0.35729
H 3.26526 1.46762 2.25321
H 4.89183 1.76568 2.56747
H 3.80630 3.10224 2.67810
H 4.67579 1.33788 -1.24551
H 5.32942 0.68132 0.27698
H 3.53515 0.66183 -0.08982
H 5.96070 5.16090 2.28974
H 4.17985 5.08561 2.35902
H 4.97986 6.54131 1.83799
H 6.71641 3.41166 1.54921
C 0.00704 0.97758 -2.60767
O -0.57506 1.31355 -1.57683
N 1.37810 0.88551 -2.49262
N -0.48442 0.91753 -3.81650
H 1.68271 0.98440 -1.52937
H 1.78641 0.39168 -3.24814
H 0.04382 0.46737 -4.50787
H -1.46028 0.61498 -3.78746
C -3.10791 -4.68256 -0.47029
O -4.11540 -4.66776 -1.17395
N -3.07236 -5.43677 0.61491
N -2.11962 -3.78027 -0.76274
H -2.18289 -5.65553 0.96859
H -3.65651 -6.24839 0.42259
H -2.20086 -3.48262 -1.74931
H -1.25069 -3.80896 -0.31010
C -4.66845 0.54480 -0.91487
O -5.75260 0.15909 -1.42423
N -3.46132 0.10057 -1.34163
N -4.73185 1.10461 0.29594
H -2.64830 0.67432 -1.22303
H -3.39701 -0.18911 -2.30011
H -3.84241 1.26489 0.71906
H -5.61970 1.25700 0.73336
C -3.92502 -1.74180 4.11676
O -3.05989 -2.62097 4.27777
N -3.86248 -0.71749 3.13276
N -5.14362 -1.74554 4.82031
H -4.77132 -0.43906 2.80066
H -3.10800 -0.81624 2.46792
H -5.87767 -1.08178 4.70541
H -5.07930 -2.37060 5.58897
C -6.65009 -2.03722 1.65843
O -6.93968 -0.98593 2.16872
N -6.16667 -2.09530 0.41572
N -6.84164 -3.25254 2.21083
H -5.89459 -1.23961 -0.03106
H -5.68808 -2.88162 0.06536
H -6.64744 -3.97475 1.52961
H -6.70067 -3.31834 3.21047
C 1.97191 -1.95177 -3.68302
O 1.55214 -1.23718 -4.60563
N 3.27891 -2.03290 -3.55428
N 1.10161 -2.44510 -2.79286
H 3.83196 -2.04009 -4.39207
H 3.59242 -2.82330 -2.99747
H 1.48166 -3.05245 -2.05964
H 0.12592 -2.28968 -3.09419
C -1.22482 1.67486 2.23398
O -1.21034 0.50270 1.94047
N -1.69549 2.12654 3.41741
N -0.76419 2.68816 1.32155
H -1.87531 1.44374 4.09616
H -1.55921 3.09258 3.61252
H -0.22233 2.18446 0.66511
H -0.41714 3.56797 1.75142
*
```

Results of the Löwdin charge analysis, in e, for atoms 1 through 5: atom 1 (K): 0.94, atom 2 (K): 0.79, atom 3 (C): -0.88, atom 4 (O): -0.24, atom 5 (O): -0.23



[3]
Formula: C17H51F6N18O14Ti
Source: the Open Molecules 2025 dataset
Level of theory: ωB97M-V/def2-TZVPD

Summary:
HOMO (alpha / beta): -4.30 / -9.27 eV
Max |F|: 0.150 hartree/bohr
Energy: -113366.1148 eV

ORCA input file:
```
! wB97M-V def2-TZVPD RIJCOSX def2/J DEFGRID3
* xyz 0 4
O 8.15461 -7.96284 23.28195
H 7.40916 -8.44288 23.65003
H 8.90090 -8.53749 23.46750
H 8.19726 -7.07786 23.65155
Ti 8.34459 -10.83527 25.78033
C 10.72013 -10.26854 23.59120
O 10.55588 -9.59646 22.39210
O 9.85662 -9.55981 24.47117
C 10.38711 -11.77841 23.38815
F 10.77004 -12.65731 24.29544
F 9.01141 -11.95890 23.46490
F 10.85490 -12.28926 22.22413
C 11.24239 -8.40593 21.96401
C 10.62857 -7.81412 20.71508
H 9.76107 -7.18916 20.92711
H 11.33273 -7.20181 20.15176
H 10.26276 -8.59309 20.04613
H 12.27142 -8.56139 21.63994
H 11.21169 -7.61461 22.71299
H 11.76486 -10.13839 23.87350
C 5.45311 -9.78934 23.98907
O 6.11576 -9.62957 22.67812
O 6.45686 -9.42823 24.83846
C 4.09500 -8.99778 24.00956
F 3.44827 -9.18832 25.19175
F 4.20301 -7.72531 23.75052
F 3.22912 -9.49751 23.01589
C 5.65768 -10.32250 21.53847
C 6.32553 -9.73186 20.36097
H 7.33610 -9.54815 20.72579
H 6.23224 -10.26323 19.41384
H 5.81522 -8.80801 20.08861
H 4.60766 -10.10562 21.34217
H 5.94004 -11.37369 21.59642
H 5.26048 -10.86128 24.03315
C 2.04992 -10.79540 27.68814
O 1.07308 -11.38457 27.27105
N 2.09545 -9.55249 28.03669
N 3.24005 -11.34181 27.79442
H 2.73593 -9.29649 28.77449
H 1.30629 -9.00772 27.71958
H 4.00076 -10.70678 27.98978
H 3.47889 -12.26701 27.46722
C 9.84452 -14.37319 27.67903
O 9.99642 -13.26430 28.13572
N 9.83262 -15.52130 28.32223
N 9.88013 -14.53809 26.37931
H 9.81337 -15.56589 29.33106
H 9.96193 -16.35779 27.77117
H 9.64652 -15.41658 25.93910
H 9.73701 -13.70151 25.83182
C 12.60391 -6.81480 26.25575
O 12.57854 -5.67565 26.66583
N 11.58548 -7.57780 25.99439
N 13.72366 -7.38678 25.84349
H 10.67759 -7.33538 26.36462
H 11.73325 -8.45245 25.51143
H 14.55587 -6.93947 26.20050
H 13.65974 -8.38574 25.97801
C 9.42552 -9.36798 28.55713
O 8.68475 -10.09472 27.90460
N 9.33637 -8.07608 28.57862
N 10.41438 -9.70357 29.32007
H 8.50555 -7.62814 28.21919
H 9.95502 -7.49454 29.12560
H 11.09723 -8.99121 29.53537
H 10.77369 -10.64748 29.32490
C 5.83406 -6.92316 28.23514
O 5.58064 -6.55093 29.31785
N 6.74684 -6.42666 27.46410
N 5.50644 -8.06399 27.64994
H 7.03222 -5.52340 27.81451
H 6.94568 -6.53864 26.48022
H 5.86986 -8.15832 26.71232
H 5.14048 -8.80791 28.22679
C 5.65224 -15.24488 22.95739
O 6.18872 -16.11320 23.60248
N 4.73019 -15.47251 22.07904
N 5.89055 -14.00611 23.11610
H 4.53587 -16.43758 21.85326
H 4.46383 -14.71470 21.46677
H 5.21633 -13.31142 22.82812
H 6.80097 -13.67757 23.40474
C 13.13486 -11.13964 26.57032
O 13.50551 -10.18562 25.91494
N 11.91853 -11.20584 27.09168
N 13.86116 -12.16074 26.92901
H 11.27761 -10.42527 27.08596
H 11.47496 -12.10755 27.19306
H 14.85379 -12.08720 26.75760
H 13.36438 -12.82220 27.50847
C 6.48255 -13.50690 26.52564
O 7.16704 -12.82014 25.75014
N 6.03625 -14.66782 26.23507
N 5.93642 -13.04242 27.59521
H 6.07249 -15.09778 25.32187
H 5.33415 -15.03247 26.86292
H 5.61964 -13.57089 28.39551
H 6.16213 -12.06429 27.70667
C 7.20085 -12.41278 30.62012
O 6.51705 -12.96293 31.41008
N 8.32150 -12.88222 30.22085
N 6.68659 -11.42125 29.88785
H 8.92932 -12.69407 29.43647
H 8.65319 -13.38869 31.02929
H 5.87576 -10.90523 30.19831
H 7.35659 -10.95902 29.28990
*
```

Results of the Löwdin charge analysis, in e, for atoms 1 through 5: atom 1 (O): 0.27, atom 2 (H): 0.06, atom 3 (H): 0.06, atom 4 (H): 0.16, atom 5 (Ti): 0.71